Entry i
The molecule C21H27NO3, computed with wB97M-V/def2-TZVPD.

As for the HOMO-LUMO gap: 8.675 eV. As for the net charge: 0. As for the lowest unoccupied orbital energy: 0.76 eV. As for the SMILES: O[C@H](COc1ccc(OCc2ccccc2)cc1)CN1CCCCC1.

```
52
C21H27NO3 (wB97M-V/def2-TZVPD)
O -4.88892 0.22953 -0.19922
C -4.20964 -0.00436 1.00655
C -3.46013 1.27548 1.43602
O -2.86882 1.88431 0.30868
C -1.51589 1.97530 0.14416
C -1.11684 2.50025 -1.08828
C 0.21372 2.69232 -1.37649
C 1.19670 2.36122 -0.44244
O 2.48574 2.60607 -0.82520
C 3.52961 2.27099 0.06212
C 3.72387 0.78335 0.23542
C 4.12078 0.25375 1.45559
C 4.32185 -1.10832 1.59350
C 4.12591 -1.95218 0.51373
C 3.72722 -1.42962 -0.70474
C 3.52679 -0.06842 -0.84324
C 0.80396 1.83399 0.77832
C -0.54061 1.64968 1.07116
C -3.28719 -1.24225 0.96403
N -2.09460 -1.07823 0.15125
C -0.99779 -1.90304 0.63230
C 0.27997 -1.62370 -0.15204
C 0.05804 -1.87743 -1.63719
C -1.13079 -1.04493 -2.10014
C -2.35230 -1.37300 -1.24991
H -4.34407 0.85317 -0.70202
H -4.98292 -0.22117 1.75631
H -2.74266 1.04303 2.22123
H -4.18908 1.99790 1.82322
H -1.87737 2.75829 -1.80882
H 0.52146 3.10064 -2.32603
H 3.38591 2.75884 1.03603
H 4.42507 2.70031 -0.40324
H 4.27722 0.91062 2.30034
H 4.63114 -1.51150 2.54669
H 4.28358 -3.01515 0.62230
H 3.57508 -2.08464 -1.54979
H 3.21341 0.34611 -1.79005
H 1.53166 1.54896 1.52163
H -0.79177 1.23522 2.03423
H -2.98169 -1.43869 1.99564
H -3.89476 -2.09880 0.62580
H -0.82915 -1.67274 1.68822
H -1.24573 -2.97891 0.55393
H 1.08340 -2.25481 0.23298
H 0.56492 -0.58159 -0.00672
H 0.95309 -1.61161 -2.20146
H -0.14775 -2.93812 -1.80458
H -1.35690 -1.24489 -3.14925
H -0.89401 0.01429 -1.98947
H -3.20702 -0.78359 -1.58143
H -2.61172 -2.44192 -1.37964
```

***

Entry ii
The molecule C21H27NO3, computed with wB97M-V/def2-TZVPD.

As for the HOMO-LUMO gap: 9.084 eV. As for the net charge: 0. As for the lowest unoccupied orbital energy: 0.37 eV. As for the SMILES: CCCNC[C@H](O)COc1ccccc1C(=O)CCc1ccccc1.

```
52
C21H27NO3 (wB97M-V/def2-TZVPD)
C 3.83981 -3.18299 1.10395
C 2.90276 -2.52201 0.10221
C 3.67486 -1.90623 -1.07106
N 2.87408 -1.11215 -1.98435
C 1.86659 -1.85597 -2.71905
C 1.48627 -1.05167 -3.97228
O 2.61045 -0.89313 -4.79766
C 0.92882 0.34876 -3.60458
O 0.28240 0.40433 -2.35433
C -0.90509 -0.20326 -2.15599
C -1.72300 -0.69444 -3.17141
C -2.95731 -1.24018 -2.87527
C -3.40371 -1.30224 -1.56577
C -2.60273 -0.81818 -0.54980
C -1.34915 -0.27568 -0.81728
C -0.45360 0.17829 0.27763
O 0.75063 0.07240 0.22287
C -1.14712 0.77264 1.48862
C -0.16582 1.53811 2.38264
C -0.86590 2.04949 3.60752
C -0.96218 1.26125 4.74741
C -1.63967 1.71518 5.86487
C -2.23391 2.96557 5.85590
C -2.14582 3.75818 4.72437
C -1.46768 3.30131 3.60831
H 3.27637 -3.62201 1.92427
H 4.53366 -2.45328 1.51579
H 4.41762 -3.97087 0.62432
H 2.33057 -1.73085 0.59152
H 2.19424 -3.26258 -0.27668
H 4.16423 -2.69723 -1.65027
H 4.45333 -1.24527 -0.67788
H 2.40978 -0.37859 -1.45258
H 0.96338 -2.08864 -2.13525
H 2.30656 -2.80079 -3.05376
H 0.75211 -1.61517 -4.55838
H 3.35172 -0.70378 -4.20244
H 1.77786 1.02923 -3.49675
H 0.28693 0.72782 -4.40817
H -1.39685 -0.65322 -4.19806
H -3.57403 -1.61962 -3.67624
H -4.36731 -1.73085 -1.33829
H -2.94473 -0.88893 0.47096
H -1.58912 -0.04604 2.06347
H -1.95899 1.42466 1.16075
H 0.64937 0.86793 2.66052
H 0.25880 2.36666 1.81295
H -0.49617 0.28576 4.76039
H -1.70282 1.09288 6.74585
H -2.76158 3.32183 6.72833
H -2.60575 4.73575 4.71188
H -1.39898 3.92497 2.72794
```

***

The most stable of them is entry ii.

***

Entry i
A cluster of 2 separate species, C9H14 in total, computed with wB97M-V/def2-TZVPD.

As for the HOMO-LUMO gap: 10.107 eV. As for the net charge: 0. As for the lowest unoccupied orbital energy: 1.01 eV. As for the SMILES: Cc1ccccc1.CC.

```
23
C9H14 (wB97M-V/def2-TZVPD)
C 0.20947 -0.01826 2.46209
C -0.64543 -0.65124 1.41490
C -0.50256 -1.95377 0.95553
C -1.02409 -2.35290 -0.29037
C -1.74579 -1.44160 -1.01587
C -2.14199 -0.20861 -0.47920
C -1.43646 0.18387 0.66798
H -0.20474 0.77805 3.16943
H 1.16424 0.31143 1.92386
H 0.56200 -0.79446 3.25764
H -0.31469 -2.62123 1.71493
H -0.69197 -3.47145 -0.62693
H -2.07427 -1.65526 -2.05622
H -2.76826 0.42024 -1.17114
H -1.72178 1.05847 1.18925
C 1.20693 1.34086 -1.88623
C 2.16744 1.81744 -0.94326
H 1.20332 0.18585 -1.78991
H 0.24761 1.31290 -1.39744
H 1.12041 1.57448 -2.97280
H 2.11617 2.90184 -0.76525
H 3.20806 1.83473 -1.36078
H 2.06636 1.44864 -0.00019
```

***

Entry ii
A cluster of 2 separate species, C9H14 in total, computed with wB97M-V/def2-TZVPD.

As for the HOMO-LUMO gap: 10.028 eV. As for the net charge: 0. As for the lowest unoccupied orbital energy: 1.01 eV. As for the SMILES: Cc1ccccc1.CC.

```
23
C9H14 (wB97M-V/def2-TZVPD)
C 1.45681 -1.85183 1.68750
C 0.50318 -1.31858 0.62407
C 1.01850 -0.90698 -0.59847
C 0.17121 -0.54751 -1.65425
C -1.19049 -0.80836 -1.48236
C -1.68653 -1.30050 -0.27810
C -0.86600 -1.42655 0.83112
H 1.00502 -2.79506 2.00612
H 1.72355 -1.23439 2.53720
H 2.34008 -2.19500 1.14409
H 2.05596 -0.60177 -0.68227
H 0.55658 -0.15762 -2.58491
H -1.84493 -0.59052 -2.31685
H -2.70504 -1.64313 -0.38436
H -1.37500 -1.69252 1.74859
C 0.80712 3.32458 -0.11938
C -0.60164 3.31294 0.47959
H 0.89843 2.35895 -0.61905
H 0.94613 4.12982 -0.83836
H 1.59127 3.37608 0.63318
H -0.98733 4.20694 0.96769
H -0.67749 2.41244 1.09434
H -1.34064 3.13468 -0.30620
```

***

The most stable of them is entry ii.

***

Entry i
A cluster of 2 separate species, C9H14 in total, computed with wB97M-V/def2-TZVPD.

As for the HOMO-LUMO gap: 9.964 eV. As for the net charge: 0. As for the lowest unoccupied orbital energy: 1.00 eV. As for the SMILES: Cc1ccccc1.CC.

```
23
C9H14 (wB97M-V/def2-TZVPD)
C -1.37509 -0.77880 -0.74634
C -0.75358 0.54729 -1.00298
C -1.56854 1.67976 -0.82240
C -1.08585 2.92209 -1.24792
C 0.24623 3.09452 -1.63933
C 1.09928 1.98618 -1.65916
C 0.57605 0.73605 -1.29941
H -0.75270 -1.53553 -1.24103
H -2.38242 -0.89647 -1.14988
H -1.50166 -1.00481 0.32105
H -2.49976 1.68920 -0.28504
H -1.56738 3.83314 -0.91333
H 0.66843 4.07825 -1.78294
H 2.15281 2.16449 -1.76098
H 1.38141 0.00244 -1.29239
C 1.24675 -1.81970 1.63090
C 0.51205 -2.75888 2.66541
H 1.57344 -0.81701 1.86822
H 1.97745 -2.37161 1.04336
H 0.56435 -1.78374 0.74338
H 0.75784 -3.74971 2.27765
H 1.22584 -2.78362 3.49360
H -0.49496 -2.43353 2.79956
```

***

Entry ii
A cluster of 2 separate species, C9H14 in total, computed with wB97M-V/def2-TZVPD.

As for the HOMO-LUMO gap: 10.029 eV. As for the net charge: 0. As for the lowest unoccupied orbital energy: 0.99 eV. As for the SMILES: Cc1ccccc1.CC.

```
23
C9H14 (wB97M-V/def2-TZVPD)
C -0.31521 2.44349 1.11980
C 0.41228 1.16122 0.88535
C 1.80636 1.13297 0.80928
C 2.50014 -0.05813 0.62171
C 1.79862 -1.25766 0.56736
C 0.42945 -1.28552 0.79862
C -0.21589 -0.07882 0.99941
H -1.09431 2.58879 0.37038
H 0.32897 3.32163 1.12693
H -0.80930 2.45998 2.08007
H 2.36291 2.06176 0.79565
H 3.55662 -0.09155 0.42373
H 2.33892 -2.18687 0.48604
H -0.17649 -2.16970 0.84962
H -1.27903 -0.04326 1.20318
C -2.06725 -0.61526 -2.89814
C -2.72926 -1.47074 -1.81611
H -2.65588 0.24039 -3.19926
H -1.06039 -0.33744 -2.60370
H -1.98083 -1.15258 -3.84116
H -3.06196 -0.76688 -1.05142
H -2.00184 -2.18486 -1.44520
H -3.60919 -2.02688 -2.13760
```

***

Entry iii
A cluster of 2 separate species, C9H14 in total, computed with wB97M-V/def2-TZVPD.

As for the HOMO-LUMO gap: 9.940 eV. As for the net charge: 0. As for the lowest unoccupied orbital energy: 1.01 eV. As for the SMILES: Cc1ccccc1.CC.

```
23
C9H14 (wB97M-V/def2-TZVPD)
C 1.41652 -2.18167 -0.70155
C 1.50497 -1.02547 0.22933
C 1.91096 0.23775 -0.22513
C 1.84984 1.32853 0.59407
C 1.33501 1.19380 1.90980
C 1.05479 -0.06021 2.42132
C 1.15994 -1.16902 1.56209
H 2.38283 -2.66515 -0.92531
H 1.15877 -1.89002 -1.72400
H 0.74680 -2.92793 -0.27775
H 2.33352 0.30774 -1.22294
H 2.02252 2.32818 0.21522
H 1.30628 2.11060 2.48416
H 0.92984 -0.20958 3.48429
H 0.92840 -2.11390 2.04525
C -1.98063 0.76387 -1.24652
C -3.52505 0.86526 -1.23974
H -1.62455 -0.23272 -1.02830
H -1.54549 1.18118 -2.14205
H -1.69106 1.35620 -0.37404
H -3.86425 0.57018 -0.25365
H -3.97260 0.34679 -2.09004
H -3.83735 1.88558 -1.49452
```

***

Entry iv
A cluster of 2 separate species, C9H14 in total, computed with wB97M-V/def2-TZVPD.

As for the HOMO-LUMO gap: 9.940 eV. As for the net charge: 0. As for the lowest unoccupied orbital energy: 0.99 eV. As for the SMILES: Cc1ccccc1.CC.

```
23
C9H14 (wB97M-V/def2-TZVPD)
C -0.38448 -0.48705 -2.07591
C 0.22192 -1.21290 -0.90115
C 1.53181 -1.76304 -0.88378
C 2.01193 -2.02184 0.39711
C 1.18598 -2.21251 1.51832
C -0.18019 -2.06186 1.33919
C -0.62220 -1.54067 0.12673
H -1.07683 0.37346 -1.79508
H -0.85359 -1.13038 -2.83960
H 0.30521 -0.01997 -2.73038
H 2.09101 -1.81585 -1.79763
H 3.10113 -2.17349 0.51514
H 1.74591 -2.34062 2.47047
H -0.88311 -2.22891 2.16449
H -1.71093 -1.39371 0.00878
C -1.54606 2.52653 0.61914
C -0.06753 2.93925 0.57615
H -1.64975 1.49771 0.35515
H -2.07844 2.73861 1.54420
H -2.09258 3.19087 -0.12254
H 0.46273 2.59942 1.44043
H 0.02254 3.99979 0.38824
H 0.46550 2.53715 -0.31749
```

***

The most stable of them is entry ii.